54
Properties=species:S:1:pos:R:3:forces:R:3 method="wB97M-V/def2-TZVPD" gap_ev=9.77 relative_energy_ev=0.514 spin_multiplicity=1 e_homo_ev=-9.266 total_charge=0 max_force_ev_per_a=0.77
C -1.401318 -2.548716 -2.364682 0.0 0.2 0.1
C -1.424099 -1.396814 -1.362832 -0.2 -0.2 -0.4
N -0.694317 -1.727829 -0.151229 0.3 0.2 -0.1
C -1.255513 -2.117998 1.010616 -0.6 0.2 0.0
O -0.607869 -2.545592 1.948322 0.1 -0.2 0.4
C -2.771915 -1.956714 1.155910 -0.1 -0.4 0.1
O -3.068760 -0.564543 1.088483 0.3 0.0 0.1
C -4.269520 -0.194828 0.631141 -0.2 0.2 -0.2
O -5.142403 -0.957086 0.321842 0.0 0.0 0.0
C -4.358149 1.326547 0.534756 0.1 0.0 -0.2
N -3.091008 1.970743 0.761594 -0.1 0.2 0.2
C -2.139288 1.901642 -0.215069 -0.3 0.1 0.1
O -2.431164 1.558693 -1.348463 -0.1 -0.1 -0.1
C -0.749628 2.261379 0.162373 0.5 0.0 0.0
C -0.308983 2.498547 1.461331 -0.2 0.0 -0.2
C 1.034491 2.724582 1.699717 0.1 0.0 0.0
C 1.972550 2.715305 0.673982 -0.2 0.0 0.0
C 3.425803 2.883969 0.970825 0.0 0.0 0.0
C 1.535788 2.505318 -0.641267 -0.1 0.0 0.1
C 2.513371 2.468267 -1.770223 0.1 0.0 0.0
C 0.188961 2.283825 -0.869896 -0.2 0.0 0.1
C 0.760468 -1.698068 -0.255015 -0.2 -0.4 0.1
C 1.427580 -3.080310 -0.133139 -0.3 -0.2 -0.1
C 2.922529 -2.859384 -0.252289 0.0 0.6 0.3
S 3.171552 -1.195700 0.472357 0.1 0.1 0.1
O 3.943549 -1.250637 1.680240 -0.1 -0.3 0.4
O 3.655531 -0.309826 -0.557574 -0.2 0.0 -0.4
C 1.424214 -0.828697 0.798733 0.7 -0.3 -0.2
H -0.390185 -2.752373 -2.707796 0.1 -0.1 -0.1
H -2.009460 -2.288161 -3.226092 0.0 0.0 -0.2
H -1.805219 -3.452922 -1.914400 0.0 -0.1 0.0
H -0.979174 -0.501809 -1.803994 -0.1 0.0 0.1
H -2.453888 -1.144235 -1.129163 0.1 0.1 0.0
H -3.047742 -2.333882 2.146097 0.1 0.0 -0.2
H -3.341514 -2.503416 0.397258 0.1 0.1 0.1
H -4.690580 1.563658 -0.481230 -0.1 -0.1 0.2
H -5.105366 1.689100 1.243264 0.1 -0.1 -0.1
H -2.793128 2.060336 1.718775 0.0 0.0 -0.1
H -0.986820 2.499929 2.302173 0.0 0.0 0.1
H 1.367693 2.894889 2.713377 0.0 0.0 0.1
H 3.967774 1.994584 0.648656 0.1 0.0 0.0
H 3.592063 3.029327 2.034802 0.0 0.0 0.1
H 3.835627 3.736814 0.431276 0.1 0.1 0.0
H 1.999722 2.365553 -2.722463 0.0 0.0 -0.1
H 3.186207 1.620832 -1.635479 0.1 0.0 -0.1
H 3.116231 3.374238 -1.792898 0.1 0.1 -0.1
H -0.169563 2.111192 -1.874668 0.0 0.0 -0.1
H 1.002193 -1.274893 -1.235267 -0.1 0.0 0.0
H 1.177616 -3.495985 0.843395 0.0 0.0 -0.1
H 1.057276 -3.758992 -0.902507 0.0 0.0 0.0
H 3.516458 -3.574933 0.304710 0.1 0.0 0.1
H 3.262426 -2.801066 -1.282290 0.1 0.1 -0.1
H 1.241806 0.231005 0.667845 0.1 0.1 0.0
H 1.187095 -1.154848 1.806063 0.0 -0.1 0.0



54
Properties=species:S:1:pos:R:3:forces:R:3 method="wB97M-V/def2-TZVPD" gap_ev=7.67 relative_energy_ev=18.552 spin_multiplicity=1 e_homo_ev=-10.962 total_charge=+1 max_force_ev_per_a=14.93
C -5.764134 -2.307732 -0.623154 4.7 -0.6 -8.7
C -4.604870 -1.280161 -1.037679 -5.4 -4.9 -10.2
H -3.710274 -1.639469 -1.510740 0.4 -1.0 -0.8
H -5.107064 -0.553417 -1.750325 0.6 -0.6 0.2
O -4.375564 -0.788145 0.037945 2.9 7.5 12.6
C -3.417848 0.176565 0.168461 0.5 1.8 -0.2
C -2.122212 -0.299777 0.181722 3.1 4.0 -3.4
C -1.079693 0.850775 -0.163736 -2.7 -2.0 2.1
C -1.393780 2.226064 -0.029856 6.6 -4.9 -0.2
C -2.617060 2.573427 0.230461 -6.1 6.3 0.2
C -3.690896 1.846363 0.257761 -0.8 -8.4 -1.2
N -5.115419 2.190202 0.244895 2.6 -1.4 1.3
O -5.813780 1.356979 -0.447356 0.8 4.5 2.9
O -5.194886 3.111259 1.127745 -3.0 -1.9 -2.9
H -2.931002 3.641991 0.227443 0.8 -0.4 0.3
C -0.149964 2.841443 0.106298 3.2 1.2 -1.5
C 0.894794 1.716639 -0.124329 -2.2 12.2 2.1
C 2.262072 2.006185 -0.243953 4.0 6.1 -0.8
O 2.924178 3.251926 -0.203512 -4.2 -5.2 0.7
N 3.072122 1.048796 -0.596532 3.1 -3.8 -2.3
C 2.744788 -0.401639 -0.923771 -5.6 4.1 12.9
H 1.601799 -0.473331 -0.599006 2.6 -0.6 -2.1
H 3.118712 -0.642491 -1.759957 2.5 -2.4 -6.2
C 3.446976 -1.126931 0.447707 0.5 -1.7 -7.2
N 4.974514 -0.779167 -0.054612 -3.6 -2.4 12.4
H 5.359126 -1.236556 -0.755963 1.6 -2.1 -4.9
C 5.729303 -1.909010 1.193480 4.0 12.0 1.5
H 6.826406 -1.400385 1.051483 -2.3 -2.6 0.3
H 5.431188 -2.823295 1.197356 -1.5 -5.9 -1.2
H 5.454500 -1.447952 2.265177 0.1 -0.8 -2.6
C 5.280628 0.617343 0.225698 0.0 -0.5 2.3
H 6.313318 0.640350 0.057102 1.8 0.9 0.1
C 4.550904 1.290587 -0.806846 -3.7 -7.2 -2.6
H 4.653018 2.200288 -0.741561 1.3 9.6 0.1
H 4.841966 0.869963 -1.811694 -0.4 0.7 0.7
H 4.981398 1.066437 1.290853 0.7 -1.7 -2.1
H 3.331806 -2.237926 0.009272 0.2 2.0 2.4
H 3.168329 -0.811907 1.518555 0.7 -0.4 -2.1
O 0.250728 0.676708 -0.165721 -3.5 -7.8 -0.6
C -0.014067 4.468015 0.138867 3.7 -3.7 3.4
H 1.209618 4.535706 -0.009685 -3.4 0.6 0.2
H -0.297489 4.769254 1.278629 0.5 -0.3 -3.0
H -0.665400 4.781721 -0.634888 -0.4 1.0 -0.5
O -1.666840 -1.603587 -0.064065 1.5 7.4 -4.0
C -2.263928 -2.375016 0.741964 5.8 -9.3 5.4
C -1.864516 -3.872785 0.164999 -8.4 0.5 3.8
H -2.529392 -3.976166 -0.689847 0.0 -0.2 -0.3
H -2.237440 -4.713331 0.910533 1.3 1.7 -1.5
H -0.954348 -3.914259 -0.176483 5.3 -0.2 -1.2
H -1.711132 -2.318272 1.796222 -0.9 -0.2 -1.4
H -3.176717 -2.171828 0.996841 -5.5 0.4 0.7
H -5.397946 -3.019214 -0.082343 2.0 -3.8 4.2
H -6.475200 -1.759547 -0.334874 -5.6 3.9 2.9
H -6.079328 -2.871684 -1.525006 -0.2 0.5 0.2



55
Properties=species:S:1:pos:R:3:forces:R:3 method="wB97M-V/def2-TZVPD" gap_ev=8.35 relative_energy_ev=3.904 spin_multiplicity=1 e_homo_ev=-7.942 total_charge=0 max_force_ev_per_a=1.30
C -1.899756 -0.963977 -2.088253 -0.1 -0.1 -0.1
C -0.598721 -1.225661 -1.425919 0.3 -0.2 0.2
N -0.395278 -2.286527 -0.688399 -1.2 -0.1 -0.4
O 0.901751 -2.247340 -0.245198 0.9 0.7 0.0
C 1.502713 -1.138008 -0.720795 -0.7 0.3 -0.4
C 2.857468 -0.834663 -0.439882 0.5 -0.2 0.2
C 3.627579 -1.629597 0.346329 -0.2 0.1 -0.1
N 4.930268 -1.457138 0.613852 0.0 -0.1 -0.1
C 5.611651 -2.264849 1.589955 0.2 -0.1 0.2
C 5.658787 -0.335422 0.074566 -0.1 0.1 -0.1
C 0.577932 -0.433527 -1.476068 0.6 0.2 0.0
S 0.815696 1.152636 -2.213297 0.0 0.1 0.1
O 2.206081 1.321817 -2.529188 0.0 0.0 0.3
O -0.151229 1.284715 -3.262358 -0.2 -0.1 0.2
N 0.438242 2.286258 -1.057438 0.3 -0.5 -0.9
C 1.462503 2.819861 -0.195152 0.7 0.0 0.3
C 1.526450 2.116849 1.163979 -0.2 0.2 -0.1
C 0.140817 2.073245 1.806172 0.1 -0.2 0.0
C -0.827736 1.373745 0.850414 -0.2 0.4 0.2
C -2.241058 1.297228 1.407090 0.6 -0.3 -0.1
O -2.844959 2.265160 1.816342 -0.2 0.5 0.1
N -2.768534 0.051467 1.384413 -0.2 -0.4 0.0
C -4.166568 -0.212504 1.678846 -0.1 0.2 -0.2
C -4.841444 -0.806490 0.487783 0.1 -0.8 0.4
C -5.052096 -2.105130 0.123746 0.1 0.6 0.3
C -5.667641 -2.064524 -1.150901 -0.1 0.5 -0.3
C -5.776297 -0.746874 -1.468794 -0.2 -0.8 -0.4
O -5.277335 0.020206 -0.487443 0.1 0.5 0.2
C -0.866663 2.173577 -0.465533 -0.5 -0.3 0.1
H -2.565422 -0.411039 -1.426073 -0.1 0.1 0.0
H -1.731076 -0.368977 -2.982346 -0.1 -0.1 0.0
H -2.379795 -1.906393 -2.338818 -0.1 0.0 0.0
H 3.227091 0.046111 -0.935706 0.1 0.1 0.0
H 3.171546 -2.498020 0.803070 0.0 -0.1 0.1
H 6.525738 -2.683773 1.161715 0.0 0.0 0.0
H 5.884049 -1.669280 2.467219 0.0 -0.1 0.0
H 4.972145 -3.083695 1.911277 0.0 0.0 0.0
H 5.412084 0.591802 0.600925 0.0 0.0 0.0
H 6.726420 -0.521457 0.173192 0.0 0.0 0.0
H 5.420351 -0.207172 -0.980738 0.0 0.0 0.0
H 2.403372 2.722665 -0.737284 0.0 0.2 0.2
H 1.249125 3.884692 -0.045295 0.0 0.0 -0.1
H 2.224975 2.652004 1.809001 0.1 0.0 0.0
H 1.896772 1.097073 1.031590 0.1 0.0 0.0
H 0.181266 1.536098 2.756235 0.0 0.1 0.0
H -0.222546 3.083169 2.003339 -0.1 0.0 0.1
H -0.456625 0.364893 0.655660 -0.1 0.0 0.0
H -2.234894 -0.722911 1.018447 0.1 0.1 0.0
H -4.246063 -0.897501 2.528232 -0.1 0.1 -0.1
H -4.612369 0.752128 1.935272 0.0 -0.2 0.1
H -4.805936 -2.978118 0.692383 0.1 -0.2 0.2
H -5.981458 -2.899860 -1.741870 -0.1 -0.1 -0.2
H -6.174692 -0.246080 -2.328385 0.0 0.2 -0.1
H -1.511515 1.703789 -1.208310 -0.2 0.1 0.1
H -1.255180 3.175346 -0.251577 0.0 -0.1 -0.1



51
Properties=species:S:1:pos:R:3:forces:R:3 method="wB97M-V/def2-TZVPD" gap_ev=9.18 relative_energy_ev=1.762 spin_multiplicity=1 e_homo_ev=-8.443 total_charge=0 max_force_ev_per_a=0.59
C -5.327513 -1.750136 -1.465406 0.2 0.0 0.3
C -4.679334 -2.017021 -0.102211 -0.2 -0.1 -0.1
N -3.528143 -1.207674 0.239932 0.1 0.1 0.0
C -3.796925 0.208099 0.377880 0.1 0.1 0.3
C -2.589243 0.882764 1.026668 -0.3 0.1 -0.1
N -1.428064 0.686975 0.182307 -0.1 0.0 0.0
C -0.296821 1.540660 0.505925 0.2 0.0 0.3
C 0.535452 1.867577 -0.695958 0.0 0.0 -0.3
C 0.988157 3.108097 -1.026304 -0.2 -0.2 0.1
C 1.795695 3.126445 -2.184466 0.2 0.0 -0.2
C 1.945118 1.896833 -2.731433 -0.1 -0.3 0.1
S 1.104101 0.694422 -1.839493 0.0 0.6 0.0
C 0.586887 1.043774 1.704720 -0.2 0.5 -0.1
C 1.198964 2.223576 2.453797 -0.1 -0.1 -0.1
N 1.602659 0.091334 1.296999 -0.3 -0.4 0.1
C 2.803337 0.377787 0.737127 0.1 -0.2 0.1
O 3.277632 1.489690 0.618180 0.1 0.1 0.0
C 3.566703 -0.835147 0.301615 0.3 -0.2 -0.2
C 4.957523 -0.802772 0.371918 -0.2 0.0 0.0
C 5.680509 -1.905800 -0.044479 -0.1 0.0 0.0
C 4.980844 -3.003078 -0.526248 0.3 0.1 0.0
N 3.663392 -3.033115 -0.630217 -0.2 -0.5 -0.2
C 2.976696 -1.977762 -0.234058 0.0 0.4 0.2
C -1.167434 -0.730768 0.046017 -0.1 -0.1 -0.3
C -2.373705 -1.396222 -0.613520 0.2 -0.1 0.2
H -4.618129 -1.922789 -2.270855 0.0 0.0 -0.1
H -6.172246 -2.420215 -1.602206 -0.1 0.0 -0.1
H -5.687781 -0.726357 -1.528881 -0.1 0.1 -0.1
H -4.358353 -3.062258 -0.057651 -0.1 0.0 0.1
H -5.423876 -1.862006 0.684776 0.0 -0.1 0.0
H -4.675792 0.341788 1.012832 0.0 0.0 0.0
H -3.980301 0.694601 -0.594734 0.0 0.0 0.1
H -2.784861 1.952839 1.124855 0.0 0.0 0.0
H -2.446541 0.455032 2.034587 0.0 0.0 0.0
H -0.729634 2.494207 0.831304 0.1 -0.1 0.0
H 0.756951 3.989661 -0.454971 -0.1 0.1 0.2
H 2.243351 4.017945 -2.585390 0.1 0.1 -0.1
H 2.496422 1.607891 -3.603848 0.1 0.0 -0.2
H -0.079038 0.507252 2.391684 0.1 0.0 -0.1
H 1.832932 1.859829 3.259333 0.1 0.0 0.1
H 1.807935 2.821654 1.783507 0.0 0.1 0.0
H 0.410936 2.839789 2.879705 -0.1 0.0 0.1
H 1.325450 -0.876951 1.305256 0.1 0.1 0.0
H 5.441202 0.085665 0.750780 0.0 0.1 0.0
H 6.758353 -1.915992 0.001471 0.1 0.0 0.0
H 5.493795 -3.897542 -0.854566 0.1 0.0 0.0
H 1.905715 -2.051009 -0.381620 -0.1 0.1 0.1
H -0.290699 -0.879537 -0.583258 0.0 -0.1 0.1
H -1.005029 -1.215805 1.026043 0.1 0.0 0.0
H -2.186414 -2.466451 -0.725436 0.0 0.0 0.0
H -2.510833 -0.949787 -1.611984 0.0 -0.1 0.0